# 1
ORCA calculation (ωB97M-V with the def2-TZVPD basis set) on a structure of composition C16H34BF6MgNO5 in a non-equilibrium geometry.

The value obtained for the frontier orbital gap is 1.70 eV. The calculated total energy is -51287.0920 eV. The calculation puts the largest force on an atom at 0.1042 hartree/bohr. The HOMO energy is -8.96 eV.

Each line ends with the Löwdin charge.
Cartesian coordinates (Å):
C: 3.9254 1.3954 2.4419  -0.091
O: 5.1618 1.2965 1.6966  -0.176
C: 5.2497 0.0786 0.9244  -0.200
C: 4.9090 0.3519 -0.6359  -0.133
C: 3.4917 -0.3184 -1.0875  -0.168
C: 2.2744 0.7627 -0.9965  -0.149
C: 1.2749 0.2791 0.1733  -0.184
C: -0.2354 0.8078 -0.0109  -0.056
C: -1.1062 0.2311 1.2009  -0.242
O: -2.1066 1.1136 1.8279  -0.057
C: -2.5131 0.3051 2.9752  -0.251
C: -2.3905 -1.2226 2.4540  -0.068
N: -1.8610 -1.0496 1.0463  0.000
C: -1.0609 -2.3386 0.8458  -0.099
O: -1.0940 -2.6017 -0.5703  -0.009
C: 0.1494 -3.0889 -1.0735  -0.385
C: 1.2227 -3.9567 -0.2731  -0.001
O: 0.3958 -2.8416 -2.2856  0.073
H: 4.0886 2.0097 3.3948  0.104
H: 3.1716 1.9787 1.7957  0.104
H: 3.4712 0.3759 2.7042  0.083
H: 6.3617 -0.2426 0.9653  0.133
H: 4.6505 -0.7989 1.3427  0.119
H: 5.7292 -0.1875 -1.2373  0.112
H: 4.9392 1.4771 -0.8706  0.128
H: 3.5630 -0.7584 -2.1547  0.120
H: 3.3170 -1.2203 -0.3815  0.088
H: 2.7554 1.7518 -0.6947  0.103
H: 1.7319 0.8975 -1.9952  0.129
H: 1.6184 0.5796 1.2243  0.080
H: 1.2813 -0.8692 0.1506  0.084
H: -0.6853 0.5699 -1.0328  0.133
H: -0.2396 1.9595 0.0884  0.151
H: -0.3698 0.0275 2.0630  0.115
H: -1.8266 0.3588 3.9039  0.068
H: -3.5625 0.6116 3.3951  -0.025
H: -1.4676 -1.6442 2.9875  0.143
H: -3.3072 -1.8895 2.5904  0.159
H: -2.6294 -0.9490 0.3481  0.151
H: -0.0273 -2.1214 1.2776  0.138
H: -1.6445 -3.1557 1.3929  0.166
H: 0.9557 -5.0650 -0.2231  0.099
H: 2.2056 -3.8756 -0.8753  0.108
H: 1.4799 -3.5040 0.7606  0.091
B: 2.9886 3.6929 -3.4056  -1.138
F: 2.2073 3.7442 -2.1964  0.029
F: 3.5937 4.9704 -3.6356  0.049
F: 4.0116 2.6933 -3.2707  0.043
F: 2.1373 3.3596 -4.5098  0.044
C: -4.2346 1.7380 -1.7415  -0.036
C: -4.5830 0.2596 -1.6345  -0.479
C: -5.9755 -0.0226 -2.1724  -0.047
O: -4.5122 -0.1449 -0.2585  -0.063
H: -4.9313 2.3490 -1.1569  0.083
H: -3.2350 1.9275 -1.3401  0.075
H: -4.2637 2.0738 -2.7804  0.095
H: -3.8521 -0.3298 -2.1851  0.131
H: -6.7339 0.5261 -1.6030  0.082
H: -6.2146 -1.0847 -2.0769  0.082
H: -6.0560 0.2613 -3.2240  0.091
H: -5.1619 0.3793 0.2394  0.117
Mg: -3.6383 0.4518 5.3046  0.986
F: -3.9183 -1.9572 -1.0415  -0.295
F: 1.0927 -0.3942 3.1449  -0.539

***

# 2
ORCA calculation (ωB97M-V with the def2-TZVPD basis set) on a structure of composition C32H45BrGe2HgI.

The multiplicity is 2. The value obtained for the frontier orbital gap (alpha / beta) is 6.30 / 6.09 eV. The calculated total energy is -229262.0324 eV. The calculation puts the largest force on an atom at 0.0100 hartree/bohr. The HOMO energy (alpha / beta) is -5.93 / -7.01 eV.

Each line ends with the Löwdin spin population.
Cartesian coordinates (Å):
Hg: 0.1795 1.3883 -0.4049  0.168
C: 1.8486 3.2138 -0.4744  0.027
C: 1.7296 3.2766 0.9535  0.112
C: 0.4637 3.7963 1.2682  0.002
C: -0.2138 4.0846 0.0655  0.136
C: 0.6464 3.7280 -1.0281  0.021
C: 0.4357 4.1247 -2.4604  -0.001
C: -1.5362 4.7729 -0.0486  0.014
C: -0.0867 4.0176 2.6464  -0.005
C: 2.8399 2.9673 1.9070  0.014
C: 3.1199 2.9403 -1.2218  -0.001
H: 1.0993 4.9490 -2.7396  0.000
H: -0.5865 4.4571 -2.6363  0.000
H: 0.6416 3.3207 -3.1669  0.000
H: -1.4241 5.8594 0.0307  0.006
H: -2.2144 4.4683 0.7457  0.002
H: -2.0272 4.5661 -1.0007  0.001
H: -0.7105 3.1877 2.9932  -0.002
H: -0.7034 4.9173 2.6864  -0.001
H: 0.7132 4.1441 3.3769  0.000
H: 3.4994 3.8320 2.0362  0.006
H: 3.4650 2.1479 1.5492  0.002
H: 2.4680 2.6922 2.8938  0.001
H: 3.6892 3.8617 -1.3848  0.000
H: 2.9281 2.5029 -2.2028  0.000
H: 3.7678 2.2529 -0.6768  0.000
C: -4.5128 -0.2306 -1.8764  0.011
C: -3.1949 0.5404 -1.9429  0.037
Ge: -2.3010 0.8875 -0.2251  0.155
C: -3.3931 1.9087 1.0535  0.030
C: -4.6259 1.1712 1.5801  0.010
C: -2.0938 -0.8803 0.6042  0.013
C: -1.0124 -1.5539 1.0131  0.014
Ge: 0.8005 -0.7460 0.8374  0.124
C: 1.6036 -0.2639 2.5702  0.023
C: 2.0693 -1.3338 3.5582  0.008
C: 1.9897 -1.7718 -0.3504  0.030
C: 2.5376 -3.1486 0.0202  0.009
C: -1.1459 -2.9399 1.5807  0.005
C: -2.3613 -3.6351 1.6164  0.001
C: -2.4505 -4.9092 2.1470  0.000
C: -1.3242 -5.5413 2.6616  0.000
C: -0.1107 -4.8791 2.6260  0.000
C: -0.0319 -3.6003 2.0891  0.003
H: -4.8791 -0.4683 -2.8779  0.002
H: -5.2959 0.3390 -1.3749  0.000
H: -4.4012 -1.1764 -1.3425  0.000
H: -3.3351 1.4951 -2.4577  0.001
H: -2.4633 -0.0157 -2.5362  0.001
H: -3.6811 2.8556 0.5971  0.001
H: -2.7293 2.1557 1.8861  0.000
H: -5.3756 1.0191 0.8035  0.000
H: -5.1022 1.7360 2.3848  0.002
H: -4.3699 0.1907 1.9853  0.000
H: -3.0542 -1.3836 0.7260  0.003
H: 0.8771 0.3955 3.0545  0.000
H: 2.4475 0.3719 2.3037  0.001
H: 1.2399 -1.9184 3.9536  0.000
H: 2.5729 -0.8735 4.4116  0.001
H: 2.7790 -2.0295 3.1047  0.000
H: 2.8206 -1.0813 -0.5351  0.003
H: 1.4473 -1.8341 -1.2969  0.001
H: 3.1338 -3.1238 0.9349  0.000
H: 3.1846 -3.5266 -0.7761  0.001
H: 1.7433 -3.8808 0.1632  0.000
H: -3.2599 -3.1864 1.2168  0.000
H: -3.4077 -5.4153 2.1566  0.000
H: -1.3958 -6.5388 3.0754  0.000
H: 0.7835 -5.3521 3.0127  0.000
H: 0.9318 -3.1138 2.0702  0.002
Br: -1.1109 -2.2471 -4.3884  0.000
C: 0.7563 -2.4115 -4.1738  0.000
C: 1.3012 -3.6890 -4.2327  0.000
C: 2.6614 -3.8724 -4.0576  0.000
C: 3.4855 -2.7815 -3.8202  0.000
C: 2.9432 -1.5101 -3.7562  0.000
C: 1.5761 -1.3168 -3.9338  0.001
I: 0.8514 0.6222 -3.7978  0.002
H: 0.6500 -4.5332 -4.4109  0.000
H: 3.0750 -4.8710 -4.1051  0.000
H: 4.5493 -2.9182 -3.6786  0.000
H: 3.5756 -0.6552 -3.5582  0.000

***

# 3
ORCA calculation (ωB97M-V with the def2-TZVPD basis set) on the molecule C6H10O in a non-equilibrium geometry.

The SMILES is C1=CCOCCC1. The calculation puts the energy above the lowest of the compared OMol25 structures with the same formula, charge and spin at 49.0 kcal per mole. The value obtained for the frontier orbital gap is 9.15 eV. The calculated total energy is -8429.1143 eV. The calculation puts the largest force on an atom at 0.0412 hartree/bohr. The HOMO energy is -8.07 eV.

Each line ends with the Löwdin charge.
Cartesian coordinates (Å):
C: 0.3157 1.4859 -0.3988  -0.114
C: 1.4441 0.7938 -0.1293  -0.061
C: 1.5496 -0.4996 0.7194  -0.166
O: 1.0436 -1.2414 -0.3687  -0.189
C: -0.3590 -1.3258 -0.4870  -0.207
C: -1.2581 -0.3709 0.3098  -0.187
C: -1.1260 1.1033 -0.0987  -0.194
H: 0.4513 2.4433 -0.9012  0.093
H: 2.3150 0.9658 -0.7619  0.105
H: 0.9364 -0.5294 1.6423  0.111
H: 2.4655 -1.0736 0.9944  0.130
H: -0.5200 -2.3512 -0.1638  0.117
H: -0.5781 -1.2231 -1.5573  0.130
H: -1.0671 -0.4767 1.3820  0.099
H: -2.2893 -0.7223 0.1554  0.116
H: -1.7455 1.2689 -1.0005  0.113
H: -1.5780 1.7531 0.6637  0.105